Entry 1:
The following is a quantum chemistry calculation of a cluster of 3 separate species, C4H14O2S in total at a distorted geometry, from OMol25.

The calculation puts the largest force on an atom at 1.69 eV/Å. Its HOMO-LUMO gap is 9.6 eV. As for the relative energy (zero: lowest compared OMol25 entry of this formula, charge and spin): 15.5 kcal/mol. As for the structure (SMILES): CCCCS.O.O.

Atoms and positions in Å:
C: -1.7184 2.3168 1.3154
C: -0.8032 1.2923 0.6164
C: -1.6376 0.1409 0.0439
C: -0.8589 -1.1992 0.1276
S: -1.0385 -2.3404 -1.2981
H: -2.5667 2.4406 0.6658
H: -1.9384 1.9444 2.3135
H: -1.2793 3.3108 1.4256
H: -0.1249 0.8668 1.3450
H: -0.2372 1.7524 -0.1911
H: -1.8538 0.2631 -1.0153
H: -2.5460 0.0394 0.6358
H: -1.1032 -1.6493 1.0575
H: 0.2062 -0.9962 0.0640
H: -1.6710 -1.5073 -2.1175
O: 3.2990 1.8246 -0.9950
H: 3.2900 2.2458 -0.1328
H: 2.4143 1.5424 -1.2325
O: 2.6826 -0.1741 1.4267
H: 2.9451 -0.2292 0.4911
H: 2.5224 -1.1010 1.6394

Cartesian forces, eV/Å:
C 1.03 -0.04 -0.42
C -0.61 0.15 0.17
C 0.74 -0.97 -0.08
C 0.48 1.03 -1.25
S -0.37 -0.40 0.42
H -0.81 0.09 0.21
H -0.56 0.06 -0.08
H 0.23 -0.15 0.02
H 0.45 0.09 0.07
H 0.22 0.06 0.04
H -0.43 0.56 0.09
H -0.25 0.00 -0.31
H -0.04 -0.88 0.64
H 0.08 0.24 0.58
H -0.15 0.19 -0.11
O 0.54 -0.24 -0.33
H -0.39 -0.05 0.08
H -0.22 0.21 0.29
O 0.03 -0.38 -0.64
H 0.05 0.34 0.36
H -0.03 0.09 0.25

Results of the natural (NBO) charge analysis, in e, for atoms 1 through 4: atom 1 (C): -0.61, atom 2 (C): -0.40, atom 3 (C): -0.40, atom 4 (C): -0.50

=====

Entry 2:
The following is a quantum chemistry calculation of a structure of composition C24H28FN9O9PTl, from OMol25.

The calculation puts the largest force on an atom at 0.56 eV/Å. Its HOMO-LUMO gap is 5.9 eV. As for the relative energy (zero: lowest compared OMol25 entry of this formula, charge and spin): 108.5 kcal/mol.

Atoms and positions in Å:
Tl: 1.7535 -1.0841 1.1522
O: 3.0381 -3.3922 1.9053
C: 2.3631 -4.5655 1.4619
C: 0.9157 -4.5065 1.9076
N: 0.1242 -3.6090 1.0742
C: -1.1470 -3.3030 1.6812
C: -1.8718 -2.0857 1.1407
O: -2.7874 -1.5499 1.6944
O: -1.1067 -0.1501 0.0240
C: 0.0343 -4.0958 -0.2956
C: 1.0639 -3.4314 -1.2538
O: 1.5819 -4.1789 -2.0808
O: 1.2488 -2.1868 -1.0915
H: 3.7988 -3.2282 1.3337
H: 2.8215 -5.4574 1.9022
H: 2.4228 -4.6592 0.3744
H: 0.8783 -4.1587 2.9426
H: 0.5180 -5.5346 1.8791
H: -1.0155 -3.0958 2.7449
H: -1.8740 -4.1349 1.6129
H: -0.9629 -3.8919 -0.6881
H: 0.1809 -5.1782 -0.3562
C: -0.9318 4.6491 -0.9996
N: 0.0002 3.7259 -0.3777
C: 1.3521 3.7361 -0.5371
C: 1.8465 2.6868 0.1994
N: 0.8187 2.0320 0.8025
C: -0.2824 2.6736 0.4537
P: -1.9689 2.2694 0.9300
C: -1.7756 1.4961 2.5481
N: -1.0105 0.4747 2.8776
C: -1.2223 0.2659 4.2026
C: -2.1336 1.1700 4.6836
N: -2.4907 1.9502 3.6271
C: -3.4653 3.0263 3.6631
C: -2.1251 0.6754 -0.0278
N: -1.3669 -1.5500 -0.1386
C: -2.2114 -1.7434 -1.2534
C: -3.0606 -0.7859 -1.6027
N: -3.1178 0.4062 -0.8311
C: -4.3279 1.2325 -0.9167
H: -0.3632 5.3928 -1.5501
H: -1.5786 4.1286 -1.7056
H: -1.5381 5.1503 -0.2458
H: 1.8423 4.4574 -1.1681
H: 2.8737 2.3617 0.2892
H: -0.7008 -0.5079 4.7406
H: -2.5464 1.3223 5.6657
H: -3.7806 3.1699 4.6928
H: -3.0295 3.9545 3.2982
H: -4.3374 2.7795 3.0591
H: -2.0947 -2.6623 -1.8092
H: -3.6887 -0.8271 -2.4770
H: -4.8697 0.9374 -1.8099
H: -4.9554 1.0640 -0.0435
H: -4.0621 2.2826 -0.9858
F: -0.4196 1.3273 -3.0556
C: 0.9284 1.3806 -3.2210
C: 1.7237 0.4283 -2.7177
N: 3.0775 0.4512 -2.8859
C: 3.8985 -0.4651 -2.0964
C: 4.1441 0.1500 -0.6935
O: 4.4202 1.3552 -0.6661
O: 4.0206 -0.6357 0.2892
C: 3.6993 1.4429 -3.6244
O: 4.8793 1.4739 -3.8754
N: 2.8297 2.4267 -4.0929
C: 1.4560 2.5216 -3.9337
O: 0.8158 3.4675 -4.3580
H: 1.3314 -0.4192 -2.1618
H: 4.8585 -0.5698 -2.5963
H: 3.3866 -1.4228 -2.0193
H: 3.2744 3.1708 -4.6105

Cartesian forces, eV/Å:
Tl -0.03 0.29 0.19
O 0.03 -0.07 -0.11
C 0.06 -0.14 0.03
C 0.10 -0.03 -0.06
N -0.27 -0.02 0.25
C -0.13 -0.19 -0.17
C -0.02 0.08 0.14
O 0.11 -0.07 -0.11
O 0.06 0.11 0.22
C 0.17 0.16 -0.14
C -0.06 -0.12 -0.05
O -0.01 0.07 -0.10
O 0.16 0.03 -0.03
H 0.04 0.10 0.01
H 0.04 0.06 0.02
H 0.03 -0.06 0.05
H 0.05 0.00 0.01
H -0.07 0.04 0.03
H -0.02 0.03 0.01
H 0.01 0.02 0.06
H 0.01 -0.09 -0.02
H -0.05 -0.04 0.07
C -0.05 -0.02 -0.05
N 0.07 0.04 0.01
C -0.07 -0.04 -0.06
C -0.09 0.01 0.08
N 0.00 0.08 0.04
C 0.04 -0.09 -0.11
P 0.14 0.17 -0.06
C -0.04 -0.09 0.06
N -0.06 0.09 0.04
C 0.04 0.05 -0.04
C 0.01 -0.03 0.03
N 0.02 -0.07 0.00
C 0.01 0.04 -0.02
C -0.04 0.03 -0.23
N -0.12 -0.06 -0.18
C -0.09 0.17 -0.01
C 0.17 -0.17 -0.04
N -0.08 -0.16 0.12
C 0.00 0.05 0.01
H 0.01 -0.01 -0.01
H 0.03 0.00 -0.02
H 0.01 -0.01 0.00
H -0.01 0.03 -0.01
H 0.01 -0.01 -0.02
H -0.02 -0.01 0.03
H 0.00 0.01 0.01
H 0.00 0.00 0.00
H 0.00 0.00 0.01
H 0.00 0.00 0.00
H -0.05 -0.01 0.01
H 0.03 0.08 -0.02
H 0.01 0.01 -0.01
H 0.00 -0.02 -0.01
H 0.01 0.00 0.02
F -0.01 -0.02 0.12
C -0.04 0.06 -0.01
C -0.09 0.03 0.04
N 0.04 0.01 -0.21
C 0.10 0.01 0.24
C 0.13 0.38 -0.39
O -0.12 -0.20 0.07
O -0.05 -0.41 0.26
C -0.03 -0.01 0.09
O -0.01 -0.01 -0.04
N -0.07 0.04 -0.01
C 0.04 -0.08 0.04
O -0.01 0.06 0.04
H 0.04 -0.05 0.01
H -0.02 -0.06 -0.05
H 0.01 0.05 -0.06
H 0.01 -0.01 0.00

Results of the Mulliken charge analysis, in e, for atoms 1 through 4: atom 1 (Tl): 1.12, atom 2 (O): -0.57, atom 3 (C): -0.42, atom 4 (C): -0.90

=====

Entry 3:
The following is a quantum chemistry calculation of a cluster of 2 separate species, C7H11ClO2 in total at a distorted geometry, from OMol25.

The calculation puts the largest force on an atom at 4.86 eV/Å. Its HOMO-LUMO gap is 9.1 eV. As for the relative energy (zero: lowest compared OMol25 entry of this formula, charge and spin): 18.3 kcal/mol. As for the structure (SMILES): CC(Cl)=C=O.CCC(C)=O.

Atoms and positions in Å:
C: 1.9535 0.7294 -1.7797
C: 2.6713 -0.0126 -0.7089
Cl: 3.8656 0.7305 0.3862
C: 2.3769 -1.2405 -0.3972
O: 2.0985 -2.2857 -0.0061
H: 1.6752 1.6308 -1.3640
H: 1.0922 0.2218 -2.1767
H: 2.7146 0.9500 -2.5604
C: -1.6383 -0.7846 -0.8435
C: -1.2796 -0.4452 0.6335
C: -0.2550 0.6343 0.7384
C: 0.3585 0.6020 2.1641
O: -0.0254 1.3658 -0.1755
H: -2.1927 0.0124 -1.2806
H: -2.0182 -1.7339 -0.8316
H: -0.6197 -0.7300 -1.3582
H: -1.1148 -1.4296 1.0639
H: -2.2588 -0.1423 1.0104
H: 1.4498 0.8349 2.1797
H: -0.0869 -0.2792 2.7178
H: 0.0618 1.3883 2.7979

Cartesian forces, eV/Å:
C 2.75 -0.54 -1.26
C 0.12 -0.05 0.44
Cl -0.61 -0.20 -0.78
C 0.30 0.63 0.59
O -0.34 -1.38 0.07
H -0.82 1.94 0.58
H -0.11 -0.28 -0.10
H -0.72 -0.17 0.00
C 4.08 2.60 0.49
C -2.10 -1.07 -2.21
C -0.32 -1.23 2.67
C 0.39 -0.39 -0.49
O 0.11 0.93 0.06
H -0.85 0.16 -0.46
H -1.32 -2.20 -0.66
H -1.47 -0.59 0.17
H 0.81 0.37 0.70
H 0.25 0.48 0.79
H -0.51 -1.19 -0.19
H 1.45 0.59 -0.76
H -1.09 1.59 0.35

Results of the natural (NBO) charge analysis, in e, for atoms 1 through 4: atom 1 (C): -0.61, atom 2 (C): -0.31, atom 3 (Cl): 0.00, atom 4 (C): 0.68

=====

Entry 4:
The following is a quantum chemistry calculation of a cluster of 2 separate species, C2H6N2O2 in total at a distorted geometry, from OMol25.

The calculation puts the largest force on an atom at 4.15 eV/Å. Its HOMO-LUMO gap is 10.7 eV. As for the relative energy (zero: lowest compared OMol25 entry of this formula, charge and spin): 15.7 kcal/mol. As for the structure (SMILES): NC=O.NC=O.

Atoms and positions in Å:
N: 0.0058 -4.3476 2.0105
C: -0.7116 -4.1288 0.9214
O: -1.8873 -3.8421 0.9945
H: -0.4351 -4.3282 2.9334
H: 1.0215 -4.4397 1.9306
H: -0.1123 -4.1982 -0.0186
N: 0.3027 4.2091 -0.7912
C: 0.4593 4.1686 -2.0828
O: 0.0337 3.3024 -2.8633
H: -0.1971 3.4556 -0.3125
H: 0.6355 5.0189 -0.2622
H: 0.8850 5.1300 -2.4597

Cartesian forces, eV/Å:
N 2.03 -0.54 1.51
C -0.96 0.64 -0.55
O -0.14 -0.16 -0.75
H 0.30 0.09 -0.72
H -0.80 -0.07 0.27
H -0.43 0.03 0.24
N -0.26 -0.16 3.10
C -1.06 -0.21 -4.01
O 1.00 1.17 1.57
H 0.38 0.50 -0.25
H -0.31 -0.75 -0.34
H 0.25 -0.54 -0.07

Results of the natural (NBO) charge analysis, in e, for atoms 1 through 4: atom 1 (N): -0.81, atom 2 (C): 0.52, atom 3 (O): -0.61, atom 4 (H): 0.41